1.
{"formula": "CH3ClNO3S", "method": "ωB97M-V with the def2-TZVPD basis set", "symbols": ["C", "N", "O", "O", "O", "S", "Cl", "H", "H", "H"], "coordinates": [[-0.12611, -0.04266, 0.12889], [-1.09595, 0.45186, 0.96691], [0.46437, 2.48487, 1.26279], [-1.40059, 2.45506, -0.40006], [-1.77630, 2.70038, 2.08233], [-0.93344, 2.15043, 1.00150], [-0.52831, 0.01034, 2.96936], [-0.42966, 0.26701, -0.97397], [0.98960, 0.08248, 0.24091], [-0.07679, -1.12797, 0.22122]], "relative_energy_kcal_mol": 15.0, "smiles": "CN(Cl)S(=O)(=O)[O-]", "e_lumo_ev": 2.398, "homo_lumo_gap_ev": 7.63, "total_charge": -1, "homo_ha": -0.192}

=====

2.
{"formula": "C9H14O", "method": "ωB97M-V with the def2-TZVPD basis set", "symbols": ["C", "C", "H", "H", "H", "H", "H", "H", "C", "C", "C", "C", "C", "C", "C", "O", "H", "H", "H", "H", "H", "H", "H", "H"], "coordinates": [[1.17994, -2.80417, 0.63906], [1.88306, -3.01105, -0.70500], [0.53153, -3.65204, 0.85156], [1.91605, -2.72514, 1.43989], [0.58425, -1.89153, 0.63500], [2.41664, -3.96366, -0.69823], [1.17644, -3.01540, -1.53220], [2.63294, -2.23812, -0.90160], [2.15404, 0.82632, 1.19126], [0.78413, 0.86461, 0.56183], [-0.35902, 0.67575, 1.33764], [0.61598, 1.07299, -0.79841], [-1.61742, 0.69255, 0.76407], [-0.64276, 1.09098, -1.38790], [-1.76536, 0.89988, -0.60614], [-2.99160, 0.92485, -1.20346], [2.91192, 1.14237, 0.47889], [2.40754, -0.18683, 1.51253], [-0.27771, 0.50596, 2.40788], [1.48933, 1.22439, -1.42246], [-2.49715, 0.54178, 1.37973], [-0.75474, 1.25240, -2.45003], [-3.67599, 0.78402, -0.54276], [2.20074, 1.48136, 2.06207]], "relative_energy_kcal_mol": 0.3, "smiles": "Cc1ccc(O)cc1.CC", "e_lumo_ev": 0.874, "homo_lumo_gap_ev": 9.28, "homo_ha": -0.309}

=====

3.
{"formula": "C20H31NO4", "method": "ωB97M-V with the def2-TZVPD basis set", "symbols": ["C", "C", "C", "N", "C", "O", "C", "C", "C", "C", "H", "C", "C", "C", "O", "H", "H", "H", "H", "H", "H", "H", "C", "O", "C", "C", "H", "H", "H", "H", "H", "O", "H", "H", "C", "C", "C", "C", "C", "C", "H", "H", "H", "H", "H", "H", "H", "H", "H", "H", "H", "H", "H", "H", "H", "H"], "coordinates": [[6.35164, 1.22108, -0.08752], [5.69941, 0.57320, -0.85371], [4.86209, -0.23146, -1.72417], [3.58659, -0.51682, -1.10619], [2.41144, -0.13584, -1.65279], [2.31798, 0.39879, -2.74236], [1.22898, -0.44192, -0.80270], [-0.00874, -0.16131, -1.20384], [-1.23491, -0.47944, -0.41741], [-0.89070, -1.07540, 0.96751], [-1.51846, -0.59122, 1.72206], [-1.17722, -2.58188, 1.02419], [-0.30281, -3.42700, 0.09905], [-0.80370, -4.86729, 0.04178], [-2.08182, -4.87698, -0.55979], [-2.39767, -5.78383, -0.61673], [-0.85744, -5.28490, 1.05823], [-0.10169, -5.47665, -0.54522], [-0.32674, -3.02077, -0.91220], [0.73175, -3.42587, 0.44286], [-1.04650, -2.93046, 2.05237], [-2.22035, -2.74487, 0.74814], [0.55130, -0.77768, 1.40883], [0.59959, 0.54193, 1.85950], [1.84299, 0.94474, 2.40809], [1.69053, 2.35910, 2.94018], [1.41037, 3.02719, 2.13077], [2.62927, 2.69345, 3.37252], [0.91397, 2.38914, 3.69946], [2.62500, 0.91164, 1.63728], [2.12506, 0.25003, 3.21489], [1.52265, -1.01809, 0.41838], [0.84462, -1.45996, 2.22975], [-1.77107, -1.25866, -0.97597], [-2.20667, 0.72160, -0.34441], [-1.51624, 2.01457, 0.08704], [-2.52939, 3.14900, 0.20760], [-3.25039, 3.36582, -1.11898], [-3.93313, 2.07715, -1.56537], [-2.91597, 0.94500, -1.68248], [-2.18525, 1.20239, -2.45073], [-3.42241, 0.02782, -1.99347], [-4.42754, 2.23045, -2.52717], [-4.69958, 1.80245, -0.83629], [-3.98934, 4.16404, -1.01870], [-2.52645, 3.67245, -1.87724], [-2.02171, 4.06750, 0.50972], [-3.26131, 2.90304, 0.98123], [-0.75979, 2.28123, -0.65402], [-1.00890, 1.86023, 1.03858], [-2.97430, 0.47257, 0.39864], [-0.12289, 0.28849, -2.17675], [3.57312, -0.93602, -0.18910], [5.38450, -1.16549, -1.97120], [4.64523, 0.31389, -2.64955], [6.94301, 1.79988, 0.55738]], "relative_energy_kcal_mol": 50.9, "smiles": "C#CCNC(=O)C1=C[C@H](C2CCCCC2)[C@@H](CCCO)[C@H](OCC)O1", "e_lumo_ev": 0.723, "homo_lumo_gap_ev": 9.60, "homo_ha": -0.326}

=====

4.
{"formula": "C14H10ClN3O3S", "method": "ωB97M-V with the def2-TZVPD basis set", "symbols": ["C", "H", "O", "C", "C", "C", "C", "C", "C", "H", "H", "H", "C", "N", "N", "C", "N", "C", "O", "C", "C", "C", "C", "S", "Cl", "H", "H", "H", "O", "H", "H", "H"], "coordinates": [[-6.74827, -0.43890, 0.01351], [-6.83365, -1.05821, -0.88525], [-5.55760, 0.31163, 0.01437], [-4.36943, -0.34707, 0.00501], [-3.23079, 0.45573, 0.00748], [-1.96934, -0.12482, -0.00082], [-1.82900, -1.51373, -0.01182], [-2.96194, -2.30040, -0.01469], [-4.22712, -1.73305, -0.00641], [-5.09061, -2.37929, -0.00893], [-2.86819, -3.37606, -0.02342], [-0.84456, -1.95423, -0.01794], [-0.80009, 0.72211, 0.00203], [-0.75467, 2.01877, 0.00722], [0.54112, 2.38084, 0.00785], [1.22574, 1.27553, 0.00306], [2.58977, 1.21252, 0.00125], [3.33384, 0.04523, 0.00531], [2.83402, -1.05448, 0.01120], [4.78149, 0.26057, 0.00121], [5.54517, 1.40047, -0.01382], [6.92386, 1.13931, -0.01368], [7.19254, -0.20138, 0.00144], [5.76255, -1.16996, 0.01556], [8.73805, -0.91688, 0.00694], [7.68430, 1.89803, -0.02424], [5.15091, 2.40121, -0.02541], [3.03917, 2.11532, 0.00212], [0.45418, 0.18471, -0.00104], [-3.33081, 1.52811, 0.01603], [-6.82534, -1.07344, 0.90235], [-7.55531, 0.29184, 0.02351]], "relative_energy_kcal_mol": 0.0, "smiles": "COc1cccc(-c2nnc(NC(=O)c3ccc(Cl)s3)o2)c1", "e_lumo_ev": -0.308, "homo_lumo_gap_ev": 8.16, "homo_ha": -0.311}

=====

5.
{"formula": "C4H3ClS", "method": "ωB97M-V with the def2-TZVPD basis set", "symbols": ["C", "C", "C", "C", "H", "H", "H", "S", "Cl"], "coordinates": [[-0.02465, -0.67730, 0.48634], [1.18581, -0.23396, -0.28121], [-0.99175, 0.38815, 0.28374], [-1.50717, 1.40938, -0.15105], [0.35212, -0.84705, 1.54601], [0.87836, 0.32864, -1.13867], [-1.98474, 2.35697, -0.58861], [2.76748, -0.45687, -0.00786], [-0.67546, -2.26797, -0.14870]], "relative_energy_kcal_mol": 14.4, "smiles": "C#C[C@@H](Cl)C=S", "e_lumo_ev": -0.985, "homo_lumo_gap_ev": 8.29, "homo_ha": -0.341}

=====

6.
{"formula": "C3H9N5", "method": "ωB97M-V with the def2-TZVPD basis set", "symbols": ["N", "C", "N", "N", "N", "N", "H", "H", "H", "H", "H", "H", "H", "C", "C", "H", "H"], "coordinates": [[-0.30294, -0.52342, 0.20003], [1.09016, 0.91432, 0.14435], [-0.75284, -0.87873, 1.50676], [-0.01931, -1.66257, -0.61215], [1.91474, 0.62567, -0.90029], [1.24652, 1.41344, 1.27390], [-1.76381, -0.77664, 1.55382], [-0.34156, -0.19338, 2.13942], [0.40651, -2.35348, -0.00044], [-0.89908, -2.04815, -0.95142], [2.83254, 0.28954, -0.62997], [1.49357, 0.06180, -1.62800], [2.12929, 1.87090, 1.48319], [-1.18299, 0.48921, -0.58388], [-2.39040, 0.40943, -0.94535], [-3.12941, 1.02945, -1.41715], [-0.33099, 1.33261, -0.63282]], "relative_energy_kcal_mol": 188.7, "e_lumo_ev": [-0.221, -0.221], "homo_lumo_gap_ev": [6.74, 6.74], "homo_ha": [-0.256, -0.256]}

=====

7.
{"formula": "C51H58AsN10Tl", "method": "ωB97M-V with the def2-TZVPD basis set", "symbols": ["Tl", "C", "C", "C", "C", "C", "C", "C", "C", "C", "C", "H", "H", "H", "H", "H", "H", "H", "H", "H", "H", "H", "H", "H", "H", "N", "C", "C", "N", "C", "C", "N", "C", "C", "N", "H", "H", "H", "H", "H", "H", "C", "C", "C", "C", "C", "C", "As", "N", "C", "C", "C", "C", "C", "C", "C", "C", "C", "C", "C", "C", "C", "C", "C", "C", "C", "C", "H", "H", "H", "H", "H", "H", "H", "H", "H", "H", "H", "H", "H", "H", "H", "H", "H", "H", "H", "H", "H", "H", "H", "H", "H", "H", "H", "C", "C", "N", "C", "C", "N", "C", "N", "N", "N", "C", "C", "C", "C", "C", "C", "H", "H", "H", "H", "H", "H", "H", "H", "H", "H", "H"], "coordinates": [[-1.09231, -1.48201, -0.37253], [3.21299, -3.86081, -1.37993], [2.19149, -4.93771, -1.02293], [2.89339, -6.12541, -0.35583], [1.11999, -4.46321, -0.07953], [1.41909, -3.63651, 0.99887], [0.46619, -3.35721, 1.96227], [-0.81051, -3.90611, 1.88947], [-1.81851, -3.66571, 2.97167], [-1.12081, -4.70181, 0.79117], [-0.17131, -4.97251, -0.17993], [3.83629, -4.20531, -2.20103], [3.86159, -3.65391, -0.53213], [2.71359, -2.94031, -1.67423], [1.72029, -5.29551, -1.94223], [3.32969, -5.81361, 0.59087], [3.68329, -6.50061, -1.00053], [2.18869, -6.93091, -0.16373], [2.41639, -3.24131, 1.11597], [0.74009, -2.75261, 2.81447], [-2.30891, -2.70161, 2.82537], [-1.33881, -3.65921, 3.94817], [-2.57621, -4.44461, 2.96687], [-2.09381, -5.16521, 0.73027], [-0.42411, -5.63191, -0.99983], [-5.43701, 0.21739, -0.72793], [-5.91731, -0.91641, -0.14173], [-4.82401, -1.58521, 0.33487], [-3.69741, -0.88891, 0.05247], [-4.08441, 0.20099, -0.59363], [-3.15861, 1.18489, -1.07873], [-1.84961, 1.08129, -0.91223], [-1.29641, 2.13829, -1.55593], [-2.27721, 2.90809, -2.11393], [-3.45611, 2.29559, -1.80253], [-6.00571, 0.90599, -1.19233], [-6.96111, -1.15021, -0.11293], [-4.78001, -2.51551, 0.86267], [-0.23541, 2.27599, -1.58933], [-2.23861, 3.80059, -2.70123], [-4.36731, 2.61749, -2.08443], [1.80559, 2.27099, 8.14727], [1.09839, 2.12049, 6.84487], [0.72009, 3.23849, 6.11607], [0.08919, 3.14799, 4.88427], [-0.34411, 4.41749, 4.21847], [-0.11371, 1.87059, 4.35277], [-0.57951, 1.63649, 2.42377], [0.54809, 0.97799, 1.35877], [1.71329, 0.29539, 1.41197], [2.54059, 0.25899, 2.55317], [3.81889, -0.24921, 2.47607], [4.31069, -0.73211, 1.26977], [3.51119, -0.70281, 0.13267], [2.22249, -0.22271, 0.20097], [-1.13111, 3.21799, 1.42027], [-2.48481, 3.51249, 1.27707], [-3.53041, 2.68899, 1.96707], [-2.84861, 4.61849, 0.51947], [-1.89371, 5.41769, -0.09543], [-2.27281, 6.57159, -0.96573], [-0.55131, 5.12539, 0.11177], [-0.14321, 4.03459, 0.86387], [1.32599, 3.79799, 1.04927], [0.13549, 0.72389, 5.11407], [-0.29951, -0.63941, 4.67377], [0.76029, 0.86759, 6.34357], [1.92599, 3.31819, 8.40987], [2.79309, 1.81439, 8.09497], [1.26029, 1.77059, 8.94457], [0.92349, 4.22079, 6.51477], [-0.43231, 5.20809, 4.96047], [-1.31071, 4.29579, 3.73087], [0.38089, 4.75149, 3.47587], [2.17319, 0.68229, 3.48047], [4.45119, -0.25771, 3.35067], [5.31489, -1.12331, 1.21797], [3.90699, -1.05041, -0.80813], [1.59259, -0.18851, -0.67863], [-3.24151, 1.63209, 1.99397], [-4.49561, 2.77629, 1.47347], [-3.66411, 3.03789, 2.99467], [-3.89581, 4.86419, 0.41067], [-3.34871, 6.63519, -1.10083], [-1.79751, 6.47929, -1.94163], [-1.92401, 7.50649, -0.52903], [0.20279, 5.76579, -0.32373], [1.87999, 4.72309, 0.90807], [1.68249, 3.07549, 0.31477], [1.55799, 3.40229, 2.04357], [-0.57591, -0.65021, 3.61517], [-1.17831, -0.92991, 5.25057], [0.47689, -1.37991, 4.86127], [0.97219, -0.01431, 6.92847], [0.21699, -3.33051, -3.53133], [-0.72811, -2.25401, -3.89433], [-1.49021, -1.59401, -3.04593], [-2.23391, -0.72961, -3.79613], [-1.90451, -0.85751, -5.10793], [-0.94511, -1.83221, -5.16523], [-0.24861, -2.26671, -6.35513], [1.16139, -2.07421, -6.22253], [1.99079, -3.11761, -6.01243], [3.17009, -2.71891, -5.83763], [3.20569, -1.35681, -5.91263], [4.25099, -0.44431, -5.78153], [3.93039, 0.88769, -5.89753], [2.61709, 1.31729, -6.13693], [1.56859, 0.43339, -6.27233], [1.88229, -0.91371, -6.15953], [-0.01691, -3.68251, -2.53023], [1.24689, -2.97641, -3.54583], [0.15239, -4.15501, -4.23873], [-2.95941, -0.08831, -3.34323], [-2.26951, -0.36441, -5.98453], [-0.63521, -1.69131, -7.20303], [-0.40971, -3.33721, -6.53053], [5.25759, -0.78581, -5.60613], [4.70999, 1.62829, -5.81023], [2.42889, 2.37639, -6.22303], [0.56169, 0.77219, -6.46303]], "relative_energy_kcal_mol": 10.8, "e_lumo_ev": [-7.247, -7.246], "homo_lumo_gap_ev": [5.46, 5.46], "total_charge": 2, "homo_ha": [-0.467, -0.467]}

=====

8.
{"formula": "C5H5NO2S", "method": "ωB97M-V with the def2-TZVPD basis set", "symbols": ["C", "C", "C", "C", "C", "N", "O", "O", "S", "H", "H", "H", "H", "H"], "coordinates": [[1.92597, 0.72210, -0.76469], [0.90552, 0.18663, -0.13784], [-1.27871, 1.27855, 0.04023], [-2.58455, -0.67071, -0.70202], [1.25288, -0.77839, 0.98424], [-2.07932, 0.37832, 0.04865], [-1.02499, 2.41568, 0.24196], [-2.41001, -0.73023, -1.91319], [-3.51126, -1.73000, 0.29988], [2.93490, 0.38778, -0.67633], [1.93903, 1.61258, -1.40534], [0.66416, -0.37091, 1.95138], [2.28842, -0.81926, 1.16871], [0.97798, -1.88215, 0.86437]], "relative_energy_kcal_mol": 18.5, "e_lumo_ev": 5.981, "homo_lumo_gap_ev": 5.39, "total_charge": -2, "homo_ha": 0.022}